Molecular formula: C46H94Cl30N2O4
Method: DFT, the ωB97M-V functional and the def2-TZVPD basis

strongest force on any atom: 4.190 eV/Å
multiplicity: 1
orbital gap: 8.52 eV

Each line ends with the Mulliken charge.
Cartesian coordinates (Å):
C  -4.1847  -4.2652  -2.5995  -1.25
C  -3.0922  -3.1251  -2.6738  -0.03
C  -2.5090  -2.9909  -4.1331  -0.79
C  -1.2099  -2.1117  -4.2120  -0.60
C  -1.3902  -0.7261  -4.9400  -0.90
C  -1.1371  0.5116  -3.9763  -0.19
C  -2.4432  0.6513  -3.1100  0.58
C  -2.4968  1.9366  -2.2228  -0.35
C  -1.8098  1.8029  -0.8193  -0.67
C  -2.2176  0.5140  -0.0173  -0.35
O  -2.5822  0.9431  1.3188  -0.34
C  -3.5501  0.0344  1.8239  0.49
O  -4.4932  -0.3336  1.2169  -0.56
N  -3.4362  -0.4501  3.1835  -0.61
O  -2.4940  -1.4919  3.2758  0.04
C  -2.9678  -2.3859  4.2764  -0.50
C  -1.7625  -3.2395  4.8202  0.03
N  -0.8527  -3.6206  3.7122  -0.12
C  0.2305  -4.4431  4.3416  -0.59
C  0.2620  -5.8527  3.6749  0.37
C  -1.0778  -6.6649  3.9335  -1.16
O  0.4539  -5.8020  2.2552  -0.67
H  -4.8940  -4.0699  -1.7660  0.36
H  -3.7333  -5.2746  -2.5086  0.31
H  -4.7999  -4.2269  -3.5356  0.29
H  -3.5914  -2.1922  -2.3365  0.07
H  -2.2403  -3.4087  -2.0103  0.28
H  -3.3187  -2.5704  -4.7710  0.36
H  -2.3122  -4.0396  -4.4733  0.35
H  -0.8127  -1.9694  -3.1815  0.33
H  -0.4374  -2.6775  -4.7871  0.43
H  -2.4216  -0.6659  -5.3497  0.47
H  -0.6656  -0.6279  -5.7766  0.26
H  -0.2321  0.3096  -3.3636  0.34
H  -1.0596  1.4188  -4.6304  -0.10
H  -2.5689  -0.3047  -2.5556  -0.85
H  -3.2892  0.7042  -3.8427  0.42
H  -1.9292  2.7278  -2.7801  -0.21
H  -3.5268  2.3559  -2.1063  0.45
H  -2.1645  2.6748  -0.2108  0.39
H  -0.7042  1.9351  -0.8991  0.26
H  -1.2897  -0.1082  0.0685  0.19
H  -2.9756  -0.1082  -0.5290  0.30
H  -4.3678  -0.8171  3.3963  0.42
H  -3.3703  -1.8383  5.1675  0.31
H  -3.7627  -3.0792  3.9033  0.16
H  -1.2378  -2.6422  5.6180  -0.01
H  -2.1052  -4.1826  5.2969  0.14
H  -0.3902  -2.7769  3.3811  0.18
H  0.1145  -4.4961  5.4489  0.24
H  1.2184  -3.9558  4.1296  0.23
H  1.1182  -6.4493  4.0893  0.34
H  -1.7377  -6.4600  3.0573  0.20
H  -1.5553  -6.4111  4.9012  0.26
H  -0.8185  -7.7433  3.8979  0.38
H  0.9476  -6.5878  1.9923  0.36
Cl  4.2300  -7.3533  2.2535  -0.21
C  4.0213  -5.6203  2.6235  0.11
C  4.7479  -5.2125  3.8855  -0.22
Cl  4.0065  -5.9268  5.3421  -0.21
H  2.9529  -5.4175  2.6937  -0.07
H  4.4168  -5.0672  1.7743  0.23
H  4.7014  -4.1315  4.0046  0.04
H  5.7960  -5.5060  3.8612  0.33
Cl  -1.8229  4.1056  -6.7256  -0.19
C  -1.4673  5.1123  -5.2969  0.18
C  -0.0113  5.0437  -4.9082  -0.21
Cl  0.4348  3.4359  -4.2770  -0.18
H  -2.1164  4.7867  -4.4851  0.22
H  -1.7359  6.1379  -5.5553  -0.16
H  0.1950  5.7622  -4.1191  -0.05
H  0.6409  5.2695  -5.7513  0.40
Cl  7.5151  -7.4852  2.5364  -0.12
C  8.3285  -8.8265  3.3784  -0.52
C  7.4415  -9.4600  4.4239  -0.44
Cl  7.1433  -8.3703  5.8006  -0.17
H  9.2498  -8.4433  3.8139  0.32
H  8.5913  -9.5638  2.6197  0.30
H  7.9229  -10.3523  4.8244  0.33
H  6.4779  -9.7500  4.0078  0.29
Cl  -2.5797  8.3418  -5.0009  -0.15
C  -2.2520  9.3797  -3.5840  -0.56
C  -0.8051  9.3373  -3.1574  0.14
Cl  -0.3498  7.7569  -2.4714  -0.19
H  -2.9149  9.0672  -2.7786  0.33
H  -2.5209  10.3956  -3.8728  0.35
H  -0.6287  10.0801  -2.3797  0.38
H  -0.1385  9.5496  -3.9900  -0.28
Cl  6.4410  -3.2652  1.7918  -0.16
C  6.2265  -1.5339  2.1639  -0.57
C  6.9461  -1.1300  3.4275  0.27
Cl  6.2058  -1.8463  4.8840  -0.19
H  5.1581  -1.3332  2.2290  0.34
H  6.6267  -0.9767  1.3170  0.36
H  6.8989  -0.0479  3.5487  0.29
H  7.9943  -1.4245  3.4007  -0.33
Cl  -7.4649  5.7401  -7.6958  -0.19
C  -7.1105  6.7499  -6.2714  -0.48
C  -5.6536  6.6904  -5.8771  -0.36
Cl  -5.1946  5.0929  -5.2367  -0.14
H  -7.7580  6.4249  -5.4587  0.33
H  -7.3797  7.7729  -6.5343  0.33
H  -5.4544  7.4158  -5.0891  0.21
H  -5.0016  6.9162  -6.7196  0.31
Cl  9.1820  1.6047  2.0540  -0.18
C  10.6098  1.2169  3.0485  -0.52
C  11.2935  -0.0508  2.5938  -0.41
Cl  10.3016  -1.4965  2.9071  -0.17
H  10.2887  1.1478  4.0865  0.32
H  11.2958  2.0590  2.9590  0.35
H  12.2274  -0.1830  3.1398  0.30
H  11.5227  -0.0227  1.5300  0.32
Cl  -1.8909  -9.2173  5.9175  -0.17
C  -3.5597  -9.5815  5.4153  -0.47
C  -3.6095  -10.6076  4.3086  -0.46
Cl  -2.9606  -9.9724  2.7754  -0.16
H  -4.0333  -8.6473  5.1165  0.31
H  -4.0797  -9.9609  6.2949  0.35
H  -4.6431  -10.8970  4.1191  0.32
H  -3.0478  -11.5034  4.5679  0.30
Cl  0.9938  -11.4800  -1.9651  -0.19
C  -0.6509  -11.2640  -1.3143  -0.42
C  -0.8783  -12.0710  -0.0581  -0.28
Cl  -0.9084  -13.8239  -0.3796  -0.19
H  -1.3603  -11.5321  -2.0954  0.33
H  -0.7680  -10.2024  -1.0966  0.28
H  -1.8439  -11.8131  0.3769  0.15
H  -0.1079  -11.8776  0.6862  0.32
Cl  -0.7787  -2.6040  7.9407  -0.17
C  -2.2602  -1.7362  8.4211  -0.17
C  -3.3553  -2.6752  8.8720  -0.51
Cl  -4.0054  -3.6522  7.5313  -0.15
H  -2.5790  -1.1231  7.5785  -0.02
H  -1.9847  -1.0723  9.2403  0.42
H  -4.1886  -2.1010  9.2765  0.32
H  -3.0036  -3.3563  9.6450  0.34
Cl  1.5047  2.4015  3.4626  -0.20
C  0.0705  3.3034  4.0187  -0.50
C  -0.9741  2.3973  4.6293  -0.22
Cl  -1.7380  1.3358  3.4158  0.22
H  -0.3285  3.8576  3.1702  0.32
H  0.4189  4.0219  4.7620  0.36
H  -1.7684  2.9955  5.0681  -0.22
H  -0.5501  1.7692  5.4115  0.39
Cl  -2.8017  4.0122  10.1624  -0.19
C  -2.5103  4.6222  8.5145  -0.41
C  -3.3066  3.8656  7.4774  -0.59
Cl  -2.7382  2.1888  7.2845  -0.08
H  -1.4409  4.5644  8.3179  0.29
H  -2.8020  5.6723  8.5096  0.33
H  -3.2008  4.3493  6.5052  0.30
H  -4.3652  3.8362  7.7288  0.37
Cl  2.0082  9.9431  -5.3066  -0.20
C  2.1444  11.1013  -6.6527  -0.44
C  1.5814  12.4550  -6.2930  -0.47
Cl  -0.1877  12.4128  -6.0969  -0.15
H  1.6385  10.6739  -7.5168  0.28
H  3.2046  11.1911  -6.8888  0.33
H  1.7957  13.1676  -7.0901  0.29
H  2.0145  12.8370  -5.3699  0.35
Cl  5.2473  1.9505  -7.6768  -0.20
C  3.7906  2.8666  -7.2102  -0.48
C  2.7289  1.9826  -6.6008  0.15
Cl  2.0144  0.8680  -7.7935  -0.20
H  3.4207  3.3834  -8.0943  0.34
H  4.1077  3.6155  -6.4843  0.32
H  1.9153  2.5963  -6.2144  -0.28
H  3.1263  1.3883  -5.7795  0.34
Cl  -2.7226  11.2314  -8.6282  -0.13
C  -2.7750  12.3700  -9.9979  -0.48
C  -1.4129  12.9385  -10.3196  -0.44
Cl  -0.8199  14.0296  -9.0412  -0.17
H  -3.4888  13.1556  -9.7561  0.31
H  -3.1552  11.8155  -10.8558  0.30
H  -1.4649  13.5249  -11.2368  0.32
H  -0.6744  12.1511  -10.4609  0.30